No. 1
The following is a quantum chemistry calculation of C37H56AsN4O2PtSi3 as an isolated structure, from OMol25.

The geometry in XYZ format:
```
104
C37H56AsN4O2PtSi3 | OMol25 | wB97M-V/def2-TZVPD
Pt -0.51 -0.53 -0.58
As 1.16 0.34 1.22
Si 2.50 -1.44 2.11
Si 2.55 2.08 0.36
Si 0.36 1.30 3.26
O -1.92 -2.16 0.94
O -2.07 1.77 -1.87
N -0.07 -4.30 -2.71
N 4.72 -0.75 -5.76
N -2.56 0.70 0.66
N -2.86 1.85 0.30
C 1.37 3.18 -0.56
C -2.01 3.89 -0.78
C -1.09 5.86 -1.80
C -0.60 -0.05 4.13
C 0.94 -0.47 -1.91
C -3.16 -1.09 -1.77
C -2.91 -2.17 1.63
C -1.57 -2.33 -3.00
C 2.15 -1.15 -1.71
C -3.40 0.33 1.78
C 3.89 1.46 -0.78
C -1.36 4.51 -1.85
C 3.14 -1.06 3.83
C -2.14 6.00 0.36
C 1.59 1.98 4.50
C -4.16 1.42 2.47
C 3.13 -1.21 -2.69
C -0.70 2.78 2.81
C 2.92 -0.57 -3.91
C 1.17 -4.95 -3.22
C -2.24 2.43 -0.88
C -1.79 -1.40 -1.96
C -0.08 -4.22 -1.23
C -2.42 4.64 0.32
C -3.93 -2.48 -3.56
C 4.05 -1.88 1.16
C -2.62 -2.83 -3.79
C -3.51 -3.49 2.07
C -3.56 -0.95 2.14
C -4.19 -1.61 -2.53
C 3.92 -0.66 -4.94
C 1.75 0.15 -4.11
C 0.77 0.20 -3.13
C -0.25 -2.93 -3.36
C 1.32 -2.90 2.17
C 3.37 3.05 1.74
C -1.48 6.60 -0.69
H -1.30 2.64 1.90
H 4.53 -2.67 1.75
H 0.79 -2.94 3.12
H -1.27 7.67 -0.66
H 0.57 -2.84 1.38
H -0.19 -3.13 -4.43
H 1.92 3.91 -1.16
H 1.60 0.66 -5.05
H 0.62 -2.36 -3.07
H -4.43 -3.38 2.63
H -0.06 3.65 2.65
H -1.03 -3.82 -0.89
H 2.33 1.28 4.86
H -4.57 1.04 3.40
H 2.10 2.87 4.15
H -1.38 3.01 3.63
H -5.21 -1.30 -2.32
H 4.66 2.23 -0.84
H -4.98 1.78 1.84
H 3.49 1.30 -1.79
H 0.98 2.28 5.36
H 2.35 -0.99 4.58
H -2.77 -4.01 2.68
H -2.96 4.17 1.13
H 3.90 2.41 2.46
H 3.92 -2.27 0.15
H 0.71 3.73 0.11
H -0.88 -4.85 -3.00
H 1.27 -5.93 -2.77
H -4.28 -1.11 2.94
H -1.08 0.35 5.02
H 0.71 -3.54 -0.92
H 0.07 -0.84 4.45
H -2.38 -3.50 -4.61
H 0.75 2.59 -1.24
H -1.06 3.91 -2.70
H 3.74 -0.15 3.86
H 0.10 -5.22 -0.83
H 4.05 -1.75 -2.51
H 1.88 -3.84 2.07
H 4.11 3.71 1.29
H 4.36 0.53 -0.45
H -1.37 -0.50 3.50
H -2.46 6.58 1.21
H 2.31 -1.66 -0.77
H -3.69 -4.10 1.18
H -0.59 6.34 -2.63
H 2.01 -4.32 -2.94
H -3.43 -0.39 -1.00
H -3.52 2.28 2.68
H -4.72 -2.87 -4.19
H 1.11 -5.03 -4.30
H -0.15 0.73 -3.32
H 2.66 3.67 2.29
H 4.75 -1.04 1.12
H 3.79 -1.89 4.13
```

Energy relative to the best compared isomer or geometry (same formula, charge and spin) ... 0.6157 eV
Total charge ... +1
HOMO energy ... -0.3771 Ha
Orbital gap ... 6.41 eV

---

No. 2
The following is a quantum chemistry calculation of C43H34CrN5O7P2S4 as an isolated structure, from OMol25.

The geometry in XYZ format:
```
96
C43H34CrN5O7P2S4 | OMol25 | wB97M-V/def2-TZVPD
Cr 0.40 0.70 3.09
S 0.68 -1.30 4.53
S 1.93 -4.86 2.89
S -1.76 0.00 2.28
S -1.26 1.41 4.76
P -1.19 1.47 -3.04
P 0.88 0.80 -1.02
O 2.62 -4.95 1.63
O 1.64 6.98 2.01
O 1.97 1.59 4.05
O 2.99 5.88 3.40
O 1.48 0.18 1.62
O 2.23 -5.86 3.88
O 3.10 3.50 4.33
N 2.08 -3.35 3.54
N -4.75 1.19 6.34
N 0.10 4.71 1.54
N -5.26 -1.06 2.62
N 0.27 2.68 2.31
C -0.70 -5.69 2.10
C -1.42 1.43 -4.87
C 0.86 -1.04 -1.07
C -3.43 -1.29 -1.02
C 1.26 3.45 2.87
C 0.17 -4.78 2.65
C -1.59 -3.26 3.21
C 5.19 2.52 -0.81
C -0.62 1.67 -7.14
C 0.57 -3.82 -0.97
C -0.43 3.47 1.52
C 4.17 2.95 0.02
C -1.91 1.50 -7.63
C 1.76 -1.87 -1.73
C -2.82 -0.11 -1.45
C -0.38 1.63 -5.77
C -0.34 -3.01 -0.31
C -1.97 -0.12 -2.56
C -3.71 0.33 4.15
C -2.96 1.31 -6.74
C 0.57 1.08 -2.84
C 0.93 -2.78 3.69
C 2.20 2.81 3.83
C 1.62 -3.26 -1.68
C -1.62 3.14 0.70
C -2.05 -5.35 2.09
C -2.39 0.58 3.78
C 2.64 1.36 -1.00
C -2.35 -2.48 -2.81
C 2.76 -0.37 1.83
C 3.67 0.95 -1.84
C 4.94 1.52 -1.75
C -2.71 1.28 -5.37
C -4.27 0.81 5.36
C 1.96 5.96 2.59
C 2.91 2.37 -0.08
C -0.24 -3.58 3.19
C 1.18 4.72 2.39
C -4.56 -0.44 3.30
C -1.73 -1.32 -3.23
C -2.49 -4.15 2.65
C -3.20 -2.47 -1.71
C -0.19 -1.63 -0.37
H 3.50 0.20 -2.60
H -0.89 -1.00 0.16
H -1.16 -3.43 0.26
H 2.34 -3.89 -2.17
H 2.60 -1.47 -2.28
H 0.20 1.82 -7.82
H -1.32 2.84 -0.31
H 5.73 1.18 -2.41
H 0.48 -4.90 -0.90
H 1.11 1.99 -3.12
H 3.07 -0.92 0.94
H -0.21 5.52 1.04
H -2.77 -6.03 1.65
H -4.06 -1.28 -0.14
H 0.63 1.75 -5.41
H 2.79 -1.06 2.68
H -3.54 1.12 -4.69
H -1.91 -2.33 3.65
H -3.54 -3.89 2.63
H 6.18 2.95 -0.74
H -2.29 4.00 0.64
H 0.93 0.26 -3.48
H -1.06 -1.33 -4.08
H 2.13 2.68 0.59
H 3.11 4.92 3.78
H -2.15 -3.41 -3.33
H -2.15 2.30 1.15
H 4.35 3.72 0.76
H -2.98 0.81 -0.91
H -0.35 -6.63 1.68
H 3.51 0.41 2.02
H -3.97 1.18 -7.10
H -2.10 1.53 -8.69
H -3.66 -3.39 -1.37
```

<S²> ... 3.793
Energy relative to the best compared isomer or geometry (same formula, charge and spin) ... 0.0000 eV
Spin multiplicity ... 4
Total charge ... -2
HOMO energy (alpha / beta) ... -0.1158 / -0.1145 Ha
Orbital gap (alpha / beta) ... 6.76 / 6.72 eV

---

No. 3
The following is a quantum chemistry calculation of C25H20CuN3 as an isolated structure, from OMol25.

The geometry in XYZ format:
```
49
C25H20CuN3 | OMol25 | wB97M-V/def2-TZVPD
Cu -0.76 -0.01 -1.00
N 0.59 -0.63 -2.42
N -2.21 1.27 -0.36
N 0.00 1.71 -1.58
C 0.13 -1.43 1.57
C -4.11 1.86 0.91
C 1.48 -3.42 4.41
C -2.45 3.51 0.44
C 1.49 -0.81 3.48
C 2.69 0.00 -3.36
C 2.16 -1.13 4.64
C 2.15 -2.43 5.11
C 1.53 0.30 -2.66
C -0.42 2.74 -0.85
C -0.32 -2.87 -2.60
C -3.65 3.16 1.04
C -0.37 -1.07 0.53
C 0.80 -1.80 2.77
C 0.75 -1.88 -2.86
C -3.37 0.93 0.18
C 1.23 1.62 -2.07
C 1.72 3.76 -1.15
C 0.44 3.82 -0.62
C -1.74 2.53 -0.25
C 2.14 2.66 -1.87
C -3.87 -0.46 0.01
C 1.91 -2.24 -3.54
C 2.89 -1.30 -3.79
C 0.80 -3.11 3.24
H 2.68 -0.35 5.18
H 3.15 2.59 -2.23
H 2.04 -3.27 -3.85
H -2.07 4.51 0.52
H -4.26 -0.84 0.95
H 3.43 0.76 -3.55
H -4.69 -0.48 -0.72
H 0.13 4.65 -0.01
H -0.89 -3.05 -3.51
H -3.07 -1.11 -0.34
H 3.79 -1.57 -4.32
H -1.00 -2.51 -1.83
H -4.21 3.89 1.60
H 0.27 -3.87 2.70
H 2.68 -2.67 6.03
H 1.46 -4.44 4.78
H 2.41 4.57 -0.96
H 0.11 -3.82 -2.28
H -5.04 1.56 1.38
H 1.49 0.20 3.11
```

<S²> ... 0.754
Spin multiplicity ... 2
Total charge ... +1
HOMO energy (alpha / beta) ... -0.3802 / -0.3783 Ha
Orbital gap (alpha / beta) ... 6.65 / 6.26 eV

---

No. 4
The following is a quantum chemistry calculation of a 11-piece molecular cluster, C33H81F3N3O12 overall at a distorted geometry, from OMol25.

The geometry in XYZ format:
```
132
C33H81F3N3O12 | OMol25 | wB97M-V/def2-TZVPD
F 3.37 2.96 -0.06
F 1.95 2.58 -1.66
F 2.77 4.60 -1.28
O 0.83 4.03 4.18
O 2.99 1.99 3.76
O 3.96 3.50 -3.80
O 1.23 4.99 0.92
O 1.21 5.61 -3.67
O -2.95 2.73 -1.45
O 4.94 -0.44 -2.92
O -2.75 3.74 1.11
O 1.22 2.86 1.48
O -0.68 -2.45 4.94
O 3.57 6.78 1.22
O 2.05 7.15 -1.36
N 3.96 -1.44 -2.80
N -1.26 -3.46 4.16
N -3.24 1.78 -2.46
C 1.86 -2.38 -3.71
C 5.24 -2.70 -1.07
C -1.96 -2.99 2.98
C -0.97 -2.22 2.07
C 2.27 3.47 -0.70
C -1.55 -4.72 4.86
C 4.15 1.32 3.22
C -2.59 -4.51 6.00
C -4.80 1.11 -4.23
C -2.70 -4.10 2.19
C 1.98 0.02 -3.13
C -4.65 3.45 -3.52
C 0.63 1.57 1.33
C -0.29 1.24 2.53
C -4.58 2.01 -2.99
C 1.19 3.80 0.36
C -3.19 -5.31 3.03
C 3.88 -2.07 -1.46
C -2.08 -5.82 3.96
C -0.26 -5.32 5.40
C -1.26 0.43 -1.97
C 2.89 -3.25 -1.63
C 2.79 -1.19 -3.66
C 1.59 -2.88 -2.28
C 4.33 0.07 4.08
C -2.79 0.44 -2.08
C -3.32 -0.12 -0.76
C -3.03 -1.94 3.39
C 3.21 -0.93 -5.12
C -4.44 -0.36 -3.93
C -5.74 1.69 -2.08
C 3.46 -1.05 -0.37
C -3.09 -0.51 -3.26
H 3.34 3.55 -3.06
H -0.58 2.19 2.98
H -0.28 -6.39 5.59
H 0.92 -2.11 -4.19
H -3.08 0.56 0.05
H 2.41 -0.60 -5.78
H -4.09 1.36 -5.03
H 0.80 6.39 -4.07
H -4.50 -0.91 -4.87
H -0.42 -1.40 2.51
H 2.50 -3.46 -0.62
H 3.99 -0.17 -5.17
H -1.29 -2.09 1.04
H 1.26 3.19 4.36
H 2.83 2.67 3.08
H 0.22 -4.76 6.21
H -5.78 1.21 -4.70
H -0.72 -0.40 -1.51
H -3.07 -1.50 -2.79
H 0.23 3.69 -0.18
H 0.25 0.70 3.30
H -1.47 -2.01 5.30
H 4.62 4.16 -3.59
H 6.03 -1.95 -1.07
H -1.37 -6.46 3.44
H -4.91 4.12 -2.69
H -3.45 -3.99 5.60
H 1.41 0.83 1.13
H -3.60 -6.13 2.45
H -3.73 3.86 -3.94
H 4.40 6.41 1.52
H 1.25 0.30 -3.89
H 2.98 7.37 -1.49
H 0.92 -3.75 -2.28
H -5.25 -0.84 -3.37
H -6.70 1.94 -2.54
H 1.88 6.44 -1.99
H -3.70 -2.21 4.21
H 3.86 -0.06 -0.59
H 0.97 4.88 -4.24
H -4.00 -4.90 3.64
H -2.76 3.40 0.20
H -2.87 -1.11 -0.62
H 4.64 0.28 -2.34
H 1.07 -2.11 -1.71
H 2.39 -0.88 -0.40
H 5.49 -3.55 -1.70
H -3.60 -3.70 1.71
H 0.50 -5.28 4.62
H 4.57 0.28 5.12
H 2.58 0.92 -2.98
H 0.62 4.00 3.24
H -5.66 0.74 -1.57
H 5.07 -0.58 3.62
H 2.96 6.00 1.15
H 3.32 -4.20 -1.94
H -4.38 -0.37 -0.64
H 4.98 2.04 3.29
H -3.68 -1.62 2.58
H -2.25 -0.57 -3.95
H -1.17 0.70 2.18
H 2.26 -3.25 -4.24
H 3.97 1.07 2.18
H 0.06 1.46 0.41
H -2.14 -4.51 1.35
H -2.99 -5.48 6.31
H 3.82 -1.36 0.61
H 1.52 -0.17 -2.17
H -2.49 -1.05 3.73
H 3.39 -0.49 4.09
H -0.91 1.30 -1.40
H 3.65 -1.83 -5.57
H -2.40 3.40 -1.88
H -5.81 2.45 -1.29
H -2.16 3.15 1.59
H -2.09 -4.03 6.84
H -0.16 -2.96 1.94
H -2.64 -6.62 4.47
H -0.76 0.51 -2.94
H 5.04 -3.07 -0.07
H -5.41 3.59 -4.30
```

Total charge ... -1
HOMO energy ... -0.1693 Ha
Orbital gap ... 6.52 eV